One molecule with the formula C20H23N3O5. Source: the Open Molecules 2025 dataset; level of theory: the ωB97M-V functional and the def2-TZVPD basis.

Structure (XYZ):
```
51
Properties=species:S:1:pos:R:3
C -5.94394 -1.05777 -0.89029
H -6.14726 -0.07438 -0.46905
C -4.46209 -1.40262 -0.78644
H -4.27678 -2.35884 -1.27655
H -3.88694 -0.65166 -1.33449
C -3.96474 -1.48355 0.67440
C -2.67116 -0.68376 0.79941
O -1.58180 -1.18436 0.94713
N -2.89212 0.66572 0.71174
C -1.96388 1.70694 0.72245
C -0.59321 1.48136 0.65507
C 0.28565 2.55823 0.67261
C -0.19851 3.85869 0.77584
C -1.56254 4.08097 0.82160
C -2.44235 3.01588 0.78980
H -3.50830 3.19363 0.82680
H -1.94464 5.08858 0.88539
H 0.50267 4.67772 0.80943
C 1.76137 2.36067 0.61589
O 2.54162 3.09298 1.18704
N 2.11904 1.29278 -0.16919
C 3.37496 0.79215 -0.43262
C 4.51107 1.26776 0.23047
C 5.76807 0.76049 -0.01274
C 5.95394 -0.26629 -0.94325
C 4.84276 -0.75431 -1.61291
C 3.56765 -0.24360 -1.37655
N 2.50868 -0.82123 -2.14161
O 2.77835 -1.72231 -2.90589
O 1.37075 -0.38342 -2.01035
H 4.96595 -1.54532 -2.33562
O 7.14405 -0.83457 -1.25559
C 8.30432 -0.37523 -0.60148
H 9.12169 -0.96927 -1.00632
H 8.49007 0.68325 -0.80856
H 8.24487 -0.53223 0.47995
H 6.60284 1.17212 0.53128
H 4.38465 2.06036 0.94901
H 1.37188 0.82487 -0.68487
H -0.23813 0.46465 0.62455
H -3.85599 0.96242 0.64465
C -3.71661 -2.91983 1.14419
C -4.98669 -3.75659 1.21084
H -5.42955 -3.87944 0.22582
H -4.76036 -4.74471 1.60394
H -5.72032 -3.28989 1.86572
H -2.99365 -3.38786 0.47459
H -3.25834 -2.88011 2.13472
H -4.71186 -1.02445 1.33240
H -6.55070 -1.78675 -0.35974
H -6.25446 -1.04784 -1.93266
```

HOMO level: -8.30 eV
gap between HOMO and LUMO: 7.7 eV
SMILES: CCC(CC)C(=O)Nc1cccc(C(=O)Nc2ccc(OC)cc2[N+](=O)[O-])c1
M: 385.4 u